No. 1
3 unconnected molecules or ions with the total composition C23H53BrFN6O10P3, computed with ωB97M-V with the def2-TZVPD basis set.

Structure (XYZ):
```
97
Properties=species:S:1:pos:R:3:lowdin_charge:R:1
C -3.447 1.254 2.973 -0.036
C -3.558 0.477 1.651 -0.399
O -4.916 0.606 1.177 -0.049
C -3.304 -1.034 1.760 -0.102
C -1.887 -1.485 1.365 -0.309
P -0.735 -0.997 2.741 0.508
O 0.481 -1.806 2.791 -0.225
O -0.362 0.543 2.712 -0.139
O -1.484 -1.215 4.183 -0.115
C -1.662 -3.030 1.341 -0.402
O -2.313 -3.878 1.900 0.175
O -0.583 -3.290 0.540 0.135
C -0.224 -2.250 -0.286 -0.486
F 0.878 -1.524 0.143 -0.044
C 0.145 -2.611 -1.721 -0.046
C 1.638 -2.518 -2.034 -0.148
O 1.931 -1.199 -2.520 -0.056
C 2.936 -0.590 -1.861 -0.354
O 3.965 -1.103 -1.520 0.091
C -1.446 -1.222 -0.088 -0.602
C -2.517 -1.579 -1.126 -0.053
Br -0.654 0.560 -0.490 0.885
H -4.392 1.298 3.521 0.093
H -3.185 2.288 2.735 0.086
H -2.675 0.902 3.652 0.049
H -2.936 0.987 0.915 0.085
H -5.238 1.436 1.534 0.079
H -4.072 -1.519 1.158 0.120
H -3.540 -1.317 2.786 0.121
H 0.519 0.633 2.326 0.090
H -1.924 -2.074 4.086 0.087
H -0.379 -2.025 -2.473 0.125
H -0.130 -3.654 -1.900 0.140
H 2.287 -2.850 -1.230 0.135
H 1.813 -3.202 -2.869 0.131
H 2.774 0.483 -1.681 0.145
H -2.434 -0.930 -1.993 0.077
H -2.411 -2.613 -1.457 0.103
H -3.531 -1.461 -0.751 0.086
O -1.512 3.429 4.871 -0.280
P -0.708 3.541 6.151 0.765
N -1.046 1.990 6.793 -0.321
C -1.321 1.620 8.160 -0.136
C -0.337 0.917 6.105 -0.134
N -1.667 4.832 6.858 -0.335
C -2.849 4.532 7.651 -0.140
C -2.012 5.870 5.886 -0.153
N 0.632 3.868 7.281 -0.310
C 0.454 4.523 8.560 -0.143
C 1.762 4.503 6.574 -0.147
H -0.413 1.565 8.782 0.083
H -1.793 0.635 8.183 0.085
H -2.035 2.285 8.640 0.049
H 0.710 0.856 6.443 0.088
H -0.337 1.085 5.029 0.041
H -0.812 -0.048 6.266 0.072
H -3.517 3.811 7.161 0.090
H -3.413 5.446 7.849 0.080
H -2.585 4.158 8.642 0.054
H -2.867 5.586 5.262 0.077
H -1.171 6.082 5.222 0.070
H -2.257 6.800 6.405 0.080
H 0.149 5.570 8.473 0.084
H 1.407 4.492 9.095 0.089
H -0.259 4.000 9.194 0.065
H 1.537 5.541 6.293 0.078
H 1.998 3.950 5.659 0.075
H 2.662 4.501 7.190 0.077
O 1.833 -4.342 -7.004 -0.284
P 2.460 -3.111 -7.626 0.757
N 2.845 -2.274 -6.179 -0.322
C 2.729 -0.864 -5.898 -0.129
C 3.982 -2.843 -5.468 -0.130
N 1.001 -2.537 -8.415 -0.335
C 0.062 -1.678 -7.710 -0.141
C 0.249 -3.618 -9.057 -0.152
N 3.473 -2.070 -8.659 -0.312
C 2.982 -0.874 -9.310 -0.143
C 4.211 -2.882 -9.646 -0.147
H 3.545 -0.268 -6.336 0.085
H 2.752 -0.704 -4.819 0.064
H 1.778 -0.445 -6.218 0.053
H 4.937 -2.534 -5.919 0.082
H 3.939 -3.934 -5.480 0.073
H 3.979 -2.541 -4.418 0.073
H -0.192 -2.057 -6.711 0.088
H -0.861 -1.575 -8.284 0.081
H 0.439 -0.658 -7.620 0.054
H -0.365 -4.176 -8.342 0.078
H 0.920 -4.327 -9.544 0.071
H -0.406 -3.207 -9.829 0.080
H 2.238 -1.077 -10.087 0.084
H 3.830 -0.369 -9.780 0.089
H 2.566 -0.160 -8.602 0.064
H 3.548 -3.279 -10.427 0.078
H 4.698 -3.730 -9.155 0.076
H 4.997 -2.297 -10.127 0.077
```

Summary:
- HOMO level (hartree) = -0.304
- HOMO-LUMO gap (eV) = 8.12
- SMILES string = C[C@H](O)C[C@@]1(P(=O)(O)O)C(=O)O[C@@](F)(CCOC=O)[C@]1(C)Br.CN(C)P(=O)(N(C)C)N(C)C.CN(C)P(=O)(N(C)C)N(C)C

No. 2
A molecular structure, C60H48BrN4O5PS2Sn, computed with ωB97M-V with the def2-TZVPD basis set.

Structure (XYZ):
```
122
Properties=species:S:1:pos:R:3:lowdin_charge:R:1
Sn -0.100 0.163 0.597 1.287
C 7.642 6.578 1.759 -0.060
O 7.294 5.757 0.620 -0.104
C 6.157 5.014 0.741 -0.287
C 4.947 5.646 1.149 0.010
C 3.818 4.816 1.169 -0.021
C 3.844 3.426 0.897 -0.184
C 5.047 2.872 0.461 -0.037
C 6.158 3.641 0.498 -0.017
C 2.540 2.597 0.861 -0.057
C 1.967 2.518 -0.444 -0.140
C 2.524 3.075 -1.727 0.030
C 1.784 2.591 -2.698 0.032
C 0.725 1.747 -2.062 -0.252
N 0.816 1.788 -0.768 -0.011
C -0.207 1.050 -2.862 -0.093
C -1.342 0.422 -2.328 -0.235
C -2.473 -0.059 -3.114 -0.032
C -3.413 -0.517 -2.293 -0.005
C -2.930 -0.211 -0.961 -0.227
C -3.691 -0.509 0.133 -0.079
C -5.020 -1.136 0.029 -0.236
C -5.993 -0.296 -0.439 -0.025
C -7.276 -0.813 -0.759 -0.004
C -7.542 -2.152 -0.722 -0.283
O -8.752 -2.686 -1.205 -0.124
C -9.898 -2.069 -0.638 -0.088
C -6.566 -3.019 -0.165 0.013
C -5.285 -2.541 0.125 0.014
C -3.222 -0.199 1.477 -0.248
N -2.021 0.416 1.730 -0.033
C -2.042 0.648 3.166 -0.192
C -0.889 1.126 3.915 -0.046
C -1.259 1.257 5.375 -0.226
C -1.137 2.544 5.957 -0.014
C -1.359 2.699 7.327 -0.010
C -1.701 1.614 8.168 -0.283
O -1.845 1.687 9.509 -0.064
C -0.949 2.514 10.124 -0.128
C -1.832 0.331 7.556 0.040
C -1.627 0.179 6.142 -0.035
C 0.266 1.692 3.365 -0.271
C 1.424 1.986 4.239 0.037
C 2.433 2.239 3.293 -0.008
C 1.923 2.209 2.008 -0.340
N 0.651 1.847 2.073 -0.015
C -3.285 0.221 3.663 -0.025
C -4.052 -0.258 2.611 0.008
N -1.615 0.195 -1.054 -0.024
C -0.079 1.176 -4.290 -0.269
C -0.818 2.127 -4.924 -0.040
C -0.819 2.269 -6.310 -0.012
C 0.132 1.622 -7.086 -0.293
O 0.312 1.814 -8.421 -0.069
C -0.835 2.280 -9.107 -0.088
C 1.001 0.739 -6.444 0.018
C 0.855 0.531 -5.075 -0.025
H 8.705 6.719 1.562 0.092
H 7.535 6.042 2.703 0.094
H 7.074 7.496 1.854 0.078
H 4.851 6.703 1.425 0.115
H 2.845 5.220 1.445 0.119
H 5.049 1.880 0.014 0.131
H 7.116 3.243 0.330 0.106
H 3.335 3.713 -1.698 0.090
H 1.867 2.732 -3.748 0.110
H -2.589 0.138 -4.149 0.106
H -4.418 -0.915 -2.433 0.126
H -5.731 0.739 -0.501 0.125
H -8.035 -0.107 -1.109 0.114
H -10.822 -2.634 -0.997 0.116
H -9.852 -1.025 -0.901 0.063
H -9.861 -2.194 0.450 0.093
H -6.910 -4.087 -0.155 0.133
H -4.489 -3.161 0.483 0.111
H -0.751 3.433 5.373 0.141
H -1.122 3.609 7.885 0.111
H -0.971 2.155 11.194 0.119
H -1.161 3.546 10.285 0.080
H 0.011 2.474 9.751 0.074
H -2.131 -0.542 8.139 0.113
H -1.557 -0.791 5.658 0.124
H 1.519 1.790 5.284 0.103
H 3.449 2.372 3.692 0.122
H -3.684 0.541 4.602 0.108
H -5.116 -0.523 2.574 0.123
H -1.403 2.869 -4.334 0.146
H -1.546 3.005 -6.687 0.115
H -0.662 2.192 -10.175 0.094
H -1.143 3.269 -8.891 0.069
H -1.697 1.678 -8.852 0.093
H 1.744 0.142 -6.984 0.125
H 1.569 -0.142 -4.601 0.067
O 1.283 -2.108 3.388 -0.097
H 1.337 -1.379 4.031 0.037
H 0.998 -1.664 2.550 -0.041
Br -1.482 -3.387 -3.365 0.228
S -0.242 -3.792 -1.568 0.123
P 1.816 -3.526 -2.232 0.189
S 2.482 -1.723 -2.450 0.286
C 2.065 -4.652 -3.650 -0.385
C 1.392 -5.854 -3.742 -0.120
C 1.862 -6.711 -4.708 -0.105
C 2.949 -6.442 -5.467 -0.096
C 3.632 -5.229 -5.377 -0.060
C 3.228 -4.356 -4.378 -0.096
C 2.432 -4.381 -0.728 -0.402
C 2.278 -3.762 0.522 -0.099
C 2.686 -4.390 1.743 -0.059
C 3.183 -5.681 1.762 -0.079
C 3.415 -6.262 0.527 -0.078
C 3.009 -5.678 -0.704 -0.059
H 0.685 -6.262 -3.048 0.101
H 1.420 -7.733 -4.814 0.127
H 3.397 -7.183 -6.160 0.119
H 4.403 -4.958 -6.088 0.107
H 3.741 -3.437 -4.169 0.060
H 1.845 -2.756 0.587 0.059
H 2.576 -3.828 2.635 0.069
H 3.444 -6.130 2.742 0.119
H 3.823 -7.263 0.404 0.100
H 2.942 -6.258 -1.569 0.072
```

Summary:
- HOMO level (alpha / beta) (hartree) = -0.244 / -0.244
- HOMO-LUMO gap (alpha / beta) (eV) = 5.45 / 5.44
- energy relative to the best compared isomer or geometry (same formula, charge and spin) (kcal/mol) = 61.8

No. 3
A molecular structure, C26H18F2N3O3V, computed with ωB97M-V with the def2-TZVPD basis set.

Structure (XYZ):
```
53
Properties=species:S:1:pos:R:3:lowdin_charge:R:1
V -0.607 -0.130 0.008 1.128
C -1.217 -3.884 -2.391 -0.033
O 0.073 -3.340 -2.077 -0.085
C 0.382 -2.174 -2.705 -0.237
C 1.368 -2.143 -3.670 0.042
C 1.734 -0.941 -4.275 -0.036
C 1.136 0.240 -3.894 -0.012
C 0.169 0.249 -2.882 -0.134
C -0.306 1.508 -2.349 -0.004
N -0.664 1.548 -1.115 -0.100
N -1.138 2.678 -0.520 0.134
C -1.488 2.375 0.697 -0.350
O -1.354 1.128 1.147 -0.126
C -2.038 3.379 1.609 -0.155
C -2.229 4.690 1.171 -0.016
C -2.743 5.635 2.040 -0.061
C -3.067 5.280 3.344 -0.060
C -2.878 3.976 3.780 -0.062
C -2.364 3.024 2.916 -0.015
C -0.243 -0.978 -2.314 -0.235
O -1.246 -1.031 -1.399 -0.126
H -1.220 -4.897 -1.998 0.097
H -1.363 -3.915 -3.472 0.103
H -2.014 -3.301 -1.930 0.085
H 1.842 -3.076 -3.943 0.135
H 2.500 -0.936 -5.037 0.118
H 1.441 1.177 -4.341 0.126
H -0.311 2.412 -2.952 0.157
H -1.974 4.954 0.154 0.113
H -2.893 6.651 1.702 0.111
H -3.469 6.021 4.021 0.111
H -3.130 3.701 4.795 0.110
H -2.212 2.007 3.249 0.114
F 4.353 1.974 -0.507 0.101
C 3.578 0.971 -0.094 -0.252
C 2.203 1.096 -0.209 0.000
C 1.402 0.053 0.223 -0.101
C 1.968 -1.106 0.790 -0.098
C 3.356 -1.176 0.861 -0.198
F 3.950 -2.256 1.388 0.092
C 4.177 -0.157 0.427 0.099
C 1.043 -2.122 1.324 -0.174
C 1.372 -3.397 1.760 0.034
C 0.374 -4.208 2.275 -0.008
C -0.934 -3.749 2.347 -0.025
C -1.203 -2.489 1.859 -0.077
N -0.243 -1.704 1.359 0.013
H 1.801 2.012 -0.621 0.118
H 5.252 -0.238 0.508 0.146
H 2.387 -3.751 1.701 0.119
H 0.621 -5.203 2.624 0.125
H -1.727 -4.355 2.757 0.119
H -2.207 -2.082 1.860 0.132
```

Summary:
- HOMO level (alpha / beta) (hartree) = -0.422 / -0.422
- HOMO-LUMO gap (alpha / beta) (eV) = 7.06 / 7.54
- ⟨S²⟩ = 0.766
- total charge = +1
- multiplicity = 2
- energy relative to the best compared isomer or geometry (same formula, charge and spin) (kcal/mol) = 0.0

No. 4
A molecular structure, C5H5BrN2S2, computed with ωB97M-V with the def2-TZVPD basis set.

Structure (XYZ):
```
15
Properties=species:S:1:pos:R:3:lowdin_charge:R:1
C -0.661 3.140 0.979 -0.410
C -0.693 1.927 0.261 -0.760
C 1.097 -1.943 -0.059 -0.196
C 1.208 -3.129 -0.644 -0.129
C -1.714 -0.501 -0.288 -0.904
N -0.086 1.933 -0.925 -0.059
N 0.426 3.069 -1.172 -0.345
S 0.274 4.177 0.033 1.002
S -1.398 0.557 1.015 0.843
Br -1.897 -2.267 0.212 0.662
H -0.916 3.222 2.048 0.083
H 0.931 -1.869 0.988 0.024
H 0.952 -1.011 -0.611 0.039
H 1.209 -4.031 -0.012 0.048
H 1.269 -3.276 -1.825 0.101
```

Summary:
- HOMO level (hartree) = -0.319
- HOMO-LUMO gap (eV) = 7.89
- energy relative to the best compared isomer or geometry (same formula, charge and spin) (kcal/mol) = 56.4